(1)
C18H23FN6O2S | the ωB97M-V functional and the def2-TZVPD basis

energy above the lowest of the compared OMol25 structures with the same formula, charge and spin: 0.157 eV
gap between HOMO and LUMO: 8.854 eV
HOMO energy: -8.58 eV
E: -45628.015 eV

The geometry in XYZ format:
```
51
Properties=species:S:1:pos:R:3:lowdin_charge:R:1
C -5.4425 -4.5550 -1.9593 -0.030
N -4.1843 -3.9174 -1.7289 -0.172
N -3.0257 -4.5729 -1.6134 0.040
N -2.1146 -3.7208 -1.4206 -0.030
N -2.5973 -2.4858 -1.4002 0.009
C -3.8990 -2.5958 -1.5930 -0.621
S -5.1060 -1.3663 -1.6790 0.978
C -4.2023 0.1254 -1.1303 -0.414
C -3.2053 0.6758 -2.1495 -0.225
N -1.8806 0.1492 -1.9496 0.048
C -0.8553 0.9332 -1.5541 -0.460
O -0.9244 2.1444 -1.5021 0.066
C 0.4079 0.1371 -1.2237 -0.183
C 0.1417 -0.8501 -0.0686 -0.133
C 1.2532 -0.7782 0.9807 -0.077
C 1.3321 0.6441 1.4997 -0.467
O 1.2610 0.9413 2.6769 0.064
N 1.4295 1.5516 0.5041 -0.049
C 1.4302 2.9642 0.7957 -0.129
C 2.8464 3.5637 0.7267 -0.114
C 3.7361 2.8372 1.6918 -0.233
C 3.7481 3.1748 3.0393 -0.045
C 4.4963 2.4473 3.9460 -0.068
C 5.2480 1.3630 3.5271 -0.015
C 5.2315 1.0395 2.1850 -0.266
F 5.9592 -0.0171 1.7503 0.048
C 4.4940 1.7566 1.2636 0.027
C 1.5451 1.1041 -0.8601 -0.116
H -5.8248 -4.2891 -2.9462 0.096
H -5.2839 -5.6296 -1.9013 0.096
H -6.1626 -4.2384 -1.2037 0.091
H -3.7090 -0.1155 -0.1895 0.087
H -5.0048 0.8393 -0.9474 0.074
H -3.1278 1.7613 -2.0306 0.120
H -3.5511 0.4586 -3.1666 0.115
H -1.8085 -0.8621 -1.8524 0.076
H 0.6947 -0.4099 -2.1270 0.152
H -0.7981 -0.5940 0.4265 0.122
H 0.0472 -1.8689 -0.4452 0.103
H 1.0365 -1.4431 1.8164 0.125
H 2.2121 -1.0696 0.5483 0.124
H 0.7633 3.4682 0.0909 0.121
H 1.0417 3.0733 1.8110 0.127
H 2.7860 4.6223 0.9819 0.118
H 3.2337 3.4714 -0.2896 0.113
H 3.1558 4.0102 3.3812 0.116
H 4.4895 2.7183 4.9906 0.106
H 5.8309 0.7745 4.2173 0.114
H 4.5176 1.4674 0.2237 0.120
H 2.5083 0.6045 -1.0205 0.123
H 1.4910 1.9769 -1.5130 0.131
```

(2)
C18H23MgN6O7 | the ωB97M-V functional and the def2-TZVPD basis

energy above the lowest of the compared OMol25 structures with the same formula, charge and spin: 0.069 eV
gap between HOMO and LUMO (spin up / spin down): 7.159 / 7.162 eV
HOMO energy (spin up / spin down): -4.40 / -4.41 eV
charge: -1
E: -47758.847 eV

The geometry in XYZ format:
```
55
Properties=species:S:1:pos:R:3:lowdin_charge:R:1
Mg -1.4830 -0.2083 -0.0641 0.717
C -3.0436 3.6498 1.7008 -0.019
C -2.6921 2.3046 1.0098 -0.249
N -1.5883 1.6548 1.1637 -0.048
O -0.7117 2.1529 2.1196 -0.073
C -3.7043 1.7795 0.0689 -0.286
C -5.0239 2.5326 -0.1642 -0.058
N -3.4187 0.5927 -0.4402 -0.155
O -4.2547 0.0901 -1.3269 -0.213
H -2.3670 4.4835 1.3936 0.092
H -2.9585 3.6119 2.8034 0.083
H -4.0094 4.0125 1.4462 0.027
H 0.1660 1.8316 1.7250 0.054
H -5.6537 2.6515 0.7481 0.080
H -5.5701 1.8924 -0.8368 0.044
H -4.8705 3.5363 -0.6361 0.084
O -1.7451 -2.0876 -1.0428 -0.116
N -1.4593 -3.0970 -0.3871 -0.029
N -1.0818 -2.8307 0.8277 -0.229
O -0.8261 -1.6116 1.2399 -0.154
C -0.5901 -3.9620 1.5869 -0.156
C 0.2005 -3.7132 2.7239 -0.016
C 0.8173 -4.7952 3.3496 -0.075
C 0.5666 -6.1314 2.9033 -0.094
C -0.2576 -6.3200 1.7907 -0.095
C -0.8748 -5.2452 1.1361 -0.030
H 0.3894 -2.7017 3.0350 0.105
H 1.5341 -4.5767 4.1650 0.105
H 1.0052 -6.9556 3.3668 0.067
H -0.3959 -7.3422 1.4414 0.097
H -1.4012 -5.3953 0.2050 0.100
C 3.3528 -1.0927 -1.1631 -0.064
C 2.5330 -0.3173 -2.1998 -0.162
C 2.1669 1.1319 -1.8382 -0.293
C 1.5085 1.8223 -3.0516 -0.172
C 1.0716 3.2846 -2.8906 -0.066
C 3.4239 1.8425 -1.4469 -0.450
O 4.3119 2.0810 -2.2320 0.089
N 3.5301 2.2422 -0.1309 0.207
C 2.5364 2.1199 0.8587 -0.530
O 2.8015 2.4997 1.9541 0.092
N 1.3497 1.5027 0.5370 0.179
C 1.1217 1.1017 -0.6816 -0.405
O 0.0222 0.6176 -1.0231 -0.042
H 3.9408 -1.8677 -1.6361 0.065
H 2.7311 -1.5445 -0.3783 0.083
H 4.0996 -0.4273 -0.6930 0.076
H 1.5820 -0.8411 -2.2402 0.114
H 2.9419 -0.4042 -3.1919 0.115
H 0.6827 1.2025 -3.3386 0.112
H 2.2718 1.7891 -3.8235 0.112
H 0.1500 3.3590 -2.3289 0.070
H 0.8690 3.6768 -3.8807 0.065
H 1.8685 3.9171 -2.4285 0.091
H 4.4344 2.5013 0.1956 0.146
```

(3)
C18H23N2O2 | the ωB97M-V functional and the def2-TZVPD basis

energy above the lowest of the compared OMol25 structures with the same formula, charge and spin: 2.339 eV
gap between HOMO and LUMO: 4.810 eV
HOMO energy: -10.15 eV
charge: +1
E: -26105.564 eV

The geometry in XYZ format:
```
45
Properties=species:S:1:pos:R:3:lowdin_charge:R:1
C -2.9550 3.8489 -3.8492 -0.070
O -3.0165 3.9307 -2.4437 -0.046
C -2.0415 3.2079 -1.7608 -0.188
C -2.2107 3.0287 -0.3783 0.030
C -1.3427 2.2700 0.3539 0.011
C -0.2435 1.6190 -0.2515 -0.192
C 0.5843 0.7883 0.5491 0.096
C 1.5405 -0.1790 0.1556 -0.205
C 2.4277 -0.7066 1.1289 0.057
C 3.4139 -1.5802 0.7558 -0.137
C 3.5584 -1.9945 -0.5856 -0.138
O 4.6544 -2.8238 -0.7781 0.025
C 5.3457 -2.9402 0.4698 -0.121
C 4.5112 -2.2131 1.5449 -0.073
C 2.6339 -1.5502 -1.5349 0.044
C 1.6464 -0.6770 -1.1683 0.004
C -0.0189 1.8884 -1.6232 0.005
C -0.8957 2.6463 -2.3528 0.014
H -3.8355 4.3385 -4.2683 0.106
H -2.0633 4.3532 -4.2167 0.097
H -2.9543 2.8050 -4.1582 0.102
H -3.0629 3.4899 0.0848 0.130
H -1.5018 2.1483 1.4130 0.125
H 0.4647 0.9042 1.6118 0.129
H 2.3462 -0.4056 2.1573 0.135
H 5.4921 -4.0090 0.6804 0.135
H 6.3361 -2.4856 0.3328 0.134
H 5.0888 -1.4545 2.0860 0.133
H 4.0922 -2.9063 2.2837 0.133
H 2.7274 -1.8916 -2.5499 0.131
H 0.9041 -0.3955 -1.8928 0.111
H 0.9046 1.5730 -2.0738 0.115
H -0.6867 2.8543 -3.3848 0.112
C -2.6364 -1.1562 3.2804 -0.101
N -2.4628 -1.1290 1.8258 -0.358
C -3.6801 -1.5921 1.1487 -0.100
N -1.3101 -1.8652 1.3736 0.042
H -3.4868 -0.5417 3.5725 0.083
H -2.8047 -2.1776 3.6180 0.079
H -1.7439 -0.7703 3.7700 0.070
H -4.5348 -0.9882 1.4504 0.083
H -3.5615 -1.5093 0.0694 0.073
H -3.8750 -2.6341 1.3984 0.079
H -1.2447 -1.7055 0.3793 0.062
H -0.5030 -1.4124 1.7767 0.042
```

(4)
C18H23N3O5S | the ωB97M-V functional and the def2-TZVPD basis

energy above the lowest of the compared OMol25 structures with the same formula, charge and spin: 2.103 eV
gap between HOMO and LUMO: 8.869 eV
HOMO energy: -8.38 eV
E: -44581.892 eV

The geometry in XYZ format:
```
50
Properties=species:S:1:pos:R:3:lowdin_charge:R:1
C 3.2241 -5.2300 2.3521 -0.062
C 2.1569 -4.4897 3.1783 -0.194
O 1.7110 -3.2651 2.5753 -0.040
C 2.6178 -2.2985 2.4451 -0.599
O 3.7095 -2.2595 3.0186 0.072
N 2.2913 -1.2777 1.6084 -0.302
C 3.0492 -0.0192 1.5466 -0.182
C 3.9712 -0.1203 0.3156 -0.141
C 4.6396 1.2048 0.1784 -0.212
N 5.1363 2.2448 0.0071 0.135
S 0.8653 -1.3282 0.6902 1.111
N -0.0071 -0.1677 1.4927 -0.358
C -0.8034 -0.5570 2.6485 -0.048
C -0.2429 0.9770 0.7884 -0.572
O -1.0059 1.7877 1.2677 0.126
O 0.4389 1.1919 -0.3924 0.027
C -0.1802 2.0007 -1.3295 -0.154
C 0.5952 2.9657 -2.0002 0.013
C -0.0081 3.7742 -2.9725 -0.081
C -1.3605 3.5989 -3.2971 -0.035
C -2.1321 2.6235 -2.6740 -0.142
C -1.5272 1.8198 -1.6897 -0.127
O -2.4517 0.9492 -1.1746 0.011
C -3.6779 1.0264 -1.9516 -0.517
C -4.8028 1.1065 -0.8957 -0.012
C -3.7999 -0.1668 -2.8948 -0.007
C -3.6027 2.3327 -2.7590 -0.051
H 2.8534 -5.3819 1.3333 0.080
H 4.1572 -4.6704 2.2471 0.073
H 3.4534 -6.1984 2.7777 0.074
H 2.5717 -4.2314 4.1755 0.129
H 1.2743 -5.1137 3.3258 0.121
H 3.6929 0.0694 2.4517 0.142
H 2.4070 0.8523 1.5540 0.111
H 3.4216 -0.2970 -0.6180 0.117
H 4.6839 -0.9200 0.4564 0.118
H -1.8589 -0.5309 2.4176 0.096
H -0.5768 -1.5214 2.9707 0.055
H -0.6028 0.1382 3.4431 0.095
H 1.6204 3.1608 -1.7819 0.110
H 0.5774 4.5679 -3.4200 0.100
H -1.7872 4.2650 -4.0686 0.118
H -5.7661 1.3557 -1.3366 0.084
H -4.5144 1.8909 -0.1602 0.104
H -4.9257 0.1368 -0.3756 0.088
H -2.8562 -0.2849 -3.4142 0.091
H -4.5538 -0.0010 -3.6515 0.083
H -4.0054 -1.0856 -2.3258 0.091
H -3.9075 2.2455 -3.8187 0.135
H -4.1623 3.1295 -2.2637 0.129
```

(5)
C18H23N3OS | the ωB97M-V functional and the def2-TZVPD basis

energy above the lowest of the compared OMol25 structures with the same formula, charge and spin: 0.563 eV
gap between HOMO and LUMO: 8.506 eV
HOMO energy: -7.89 eV
E: -36393.001 eV

The geometry in XYZ format:
```
46
Properties=species:S:1:pos:R:3:lowdin_charge:R:1
C 3.4551 2.9893 1.1735 -0.082
C 4.0060 1.7322 0.6172 -0.634
N 3.6005 0.5539 0.9236 0.074
C 4.2848 -0.4275 0.2702 -0.383
C 3.9190 -1.8628 0.4677 -0.037
C 2.8069 -2.1878 -0.5291 -0.456
O 3.0715 -2.6294 -1.6321 0.053
N 1.5402 -1.9288 -0.1442 -0.036
C 1.1531 -1.3503 1.1309 -0.129
C -0.3670 -1.3423 1.2545 -0.166
N -0.9454 -0.5124 0.2196 -0.101
C -2.3330 -0.2985 0.2444 -0.196
C -3.1977 -1.1490 0.9313 -0.028
C -4.5608 -0.9269 0.9186 -0.086
C -5.0827 0.1356 0.2084 -0.062
C -4.2398 1.0203 -0.4518 -0.238
C -4.8300 2.1874 -1.1880 -0.051
C -2.8591 0.8287 -0.4097 -0.167
C -1.9451 1.8563 -1.0123 -0.041
C -0.3188 -0.6987 -1.0854 -0.134
C 0.4816 -1.9973 -1.1334 -0.111
C 5.2479 0.0295 -0.5748 -0.347
S 5.3148 1.7484 -0.5522 1.037
H 2.6321 2.7570 1.8440 0.081
H 3.0999 3.6362 0.3729 0.077
H 4.2251 3.5280 1.7241 0.078
H 4.7726 -2.4926 0.2176 0.127
H 3.6156 -2.0336 1.4976 0.110
H 1.5595 -1.9507 1.9506 0.125
H 1.5466 -0.3313 1.2213 0.106
H -0.6462 -0.9195 2.2238 0.136
H -0.7205 -2.3856 1.2245 0.117
H -2.8150 -2.0007 1.4704 0.097
H -5.2177 -1.5991 1.4512 0.101
H -6.1511 0.2915 0.1775 0.104
H -5.9112 2.0901 -1.2467 0.074
H -4.4311 2.2519 -2.1988 0.082
H -4.6021 3.1227 -0.6761 0.083
H -0.9686 1.8068 -0.5406 0.072
H -2.3501 2.8538 -0.8577 0.075
H -1.8237 1.7097 -2.0856 0.089
H 0.3737 0.1286 -1.2906 0.124
H -1.0829 -0.7109 -1.8655 0.132
H -0.1654 -2.8617 -0.9486 0.132
H 0.9528 -2.1247 -2.1102 0.125
H 5.9055 -0.5358 -1.2022 0.074
```

(6)
C18H23N5O3Sn | the ωB97M-V functional and the def2-TZVPD basis

energy above the lowest of the compared OMol25 structures with the same formula, charge and spin: 0.000 eV
gap between HOMO and LUMO (spin up / spin down): 5.961 / 5.960 eV
HOMO energy (spin up / spin down): -12.30 / -12.30 eV
charge: +2
E: -38447.806 eV

The geometry in XYZ format:
```
50
Properties=species:S:1:pos:R:3:lowdin_charge:R:1
C -0.4067 -2.2069 -3.2748 -0.148
C -1.1277 -1.2903 -4.2113 -0.240
H -0.9470 -3.1547 -3.2212 0.130
H 0.5612 -2.4664 -3.7172 0.132
C -1.3651 0.0097 -3.8992 -0.239
C -0.8564 0.6282 -2.6343 -0.104
H -1.6859 0.7707 -1.9361 0.145
H -0.4917 1.6342 -2.8539 0.114
C -1.5707 -1.9157 -5.4884 -0.037
H -1.1869 -2.9301 -5.5790 0.083
H -1.2667 -1.3584 -6.3684 0.089
H -2.6613 -1.9976 -5.5165 0.099
C -2.1338 0.9361 -4.7774 -0.040
H -3.0924 0.5336 -5.0863 0.089
H -1.5696 1.1662 -5.6859 0.097
H -2.3117 1.8881 -4.2789 0.079
Sn 0.0887 0.2294 2.3952 1.397
O 0.0421 -0.2269 0.4043 -0.143
C 0.5507 0.3120 -0.5893 -0.306
O 1.3951 1.6841 1.8509 -0.018
C 1.8222 1.9411 0.7341 -0.423
O 2.7103 2.8892 0.5311 0.127
N 1.4615 1.3382 -0.4726 0.119
C 3.1455 2.8965 -0.8594 -0.030
C 2.1127 2.0438 -1.5913 -0.038
H 4.1453 2.4740 -0.8844 0.145
H 3.1711 3.9279 -1.1881 0.146
H 2.5781 1.3472 -2.2792 0.142
H 1.3842 2.6488 -2.1254 0.139
C 0.2398 -0.1894 -1.9655 -0.217
C -0.2116 -1.6573 -1.8745 -0.132
H 1.1340 -0.1463 -2.5858 0.154
H -1.1479 -1.6912 -1.3176 0.131
H 0.5064 -2.2683 -1.3267 0.123
N -0.6446 0.8032 6.3830 0.163
C -0.9054 2.0959 6.0643 -0.026
C -0.8056 2.2562 4.6834 -0.060
N -0.4866 1.0566 4.1782 -0.109
C -0.3771 0.2152 5.2039 -0.252
C 0.0355 -1.1561 4.8857 -0.246
N 0.3392 -1.4127 3.6081 -0.087
C 0.5917 -2.7275 3.5291 -0.062
C 0.4587 -3.2447 4.8181 -0.026
N 0.1163 -2.2440 5.6653 0.165
H -0.6136 0.3750 7.3335 0.210
H -1.1167 2.8756 6.7855 0.140
H -0.9008 3.1729 4.1156 0.136
H 0.8106 -3.2701 2.6206 0.134
H 0.5698 -4.2808 5.1103 0.140
H -0.0850 -2.3130 6.6878 0.214
```

(7)
C18H23N5OS | the ωB97M-V functional and the def2-TZVPD basis

energy above the lowest of the compared OMol25 structures with the same formula, charge and spin: 2.860 eV
gap between HOMO and LUMO: 8.937 eV
HOMO energy: -8.80 eV
E: -39370.464 eV

The geometry in XYZ format:
```
48
Properties=species:S:1:pos:R:3:lowdin_charge:R:1
N -10.7846 0.6027 -0.7833 0.171
C -9.7588 0.2432 -0.4133 -0.217
C -8.4769 -0.2000 0.0309 -0.624
N -8.1701 -1.4458 0.0582 0.057
N -6.9144 -1.6064 0.5118 -0.002
C -6.1767 -0.4758 0.8601 -0.629
N -5.0078 -0.3549 1.3031 0.030
C -4.1797 -1.5272 1.5073 -0.211
C -3.1531 -1.6955 0.3865 -0.291
C -2.3050 -2.9728 0.6102 -0.147
C -0.8485 -2.5102 0.5410 -0.145
C -0.9160 -1.0749 1.0591 -0.300
N 0.3305 -0.3637 0.8160 0.101
C 0.4787 0.9300 0.4168 -0.498
O -0.4215 1.7293 0.2682 0.075
C 1.8799 1.2879 0.1751 0.102
C 3.0190 1.5995 -0.0437 0.027
C 4.4055 1.9653 -0.3242 -0.332
C 5.3845 0.8788 0.1427 -0.170
C 6.8260 1.2782 -0.1527 -0.205
C 7.0256 1.5883 -1.6332 -0.211
C 6.0497 2.6616 -2.1055 -0.204
C 4.6052 2.2676 -1.8176 -0.165
C -2.1491 -0.5267 0.3388 -0.107
S -7.2432 0.9109 0.5637 1.091
H -6.5574 -2.5439 0.5495 0.141
H -3.6509 -1.3955 2.4563 0.123
H -4.7531 -2.4613 1.6055 0.107
H -3.7004 -1.7538 -0.5575 0.137
H -2.5206 -3.3961 1.5952 0.110
H -2.5245 -3.7495 -0.1220 0.110
H -0.1746 -3.1457 1.1190 0.114
H -0.4900 -2.4832 -0.4912 0.123
H -1.1068 -1.0954 2.1403 0.155
H 1.1837 -0.8820 0.9454 0.139
H 4.6241 2.8833 0.2362 0.154
H 5.2429 0.6900 1.2085 0.116
H 5.1394 -0.0502 -0.3833 0.123
H 7.0827 2.1628 0.4406 0.116
H 7.5027 0.4815 0.1631 0.109
H 8.0540 1.9070 -1.8159 0.108
H 6.8685 0.6750 -2.2175 0.115
H 6.2738 3.6051 -1.5955 0.116
H 6.1757 2.8452 -3.1745 0.109
H 4.3423 1.3695 -2.3862 0.125
H 3.9155 3.0540 -2.1277 0.119
H -1.8786 -0.2858 -0.6901 0.127
H -2.5477 0.3792 0.7854 0.111
```

(8)
C18H23NO4 | the ωB97M-V functional and the def2-TZVPD basis

energy above the lowest of the compared OMol25 structures with the same formula, charge and spin: 1.696 eV
gap between HOMO and LUMO: 8.603 eV
HOMO energy: -8.00 eV
E: -28719.033 eV

The geometry in XYZ format:
```
46
Properties=species:S:1:pos:R:3:lowdin_charge:R:1
C -5.0474 -1.3108 4.3600 -0.065
C -3.7990 -0.5205 4.7438 -0.253
O -2.7477 -0.6776 3.8137 -0.058
C -2.8263 -0.0646 2.5967 -0.275
C -3.7743 0.8826 2.2204 -0.020
C -3.7385 1.4348 0.9551 0.001
C -2.7650 1.0622 0.0338 -0.262
O -2.8572 1.6540 -1.2003 -0.038
C -1.9574 1.2621 -2.2125 -0.117
C -0.5686 1.7831 -2.0058 -0.239
C -0.1040 3.0570 -1.8424 0.016
C 1.2963 2.9537 -1.7048 0.028
C 1.5952 1.6201 -1.7908 -0.165
C 2.9066 0.9449 -1.7175 -0.428
O 3.9453 1.5788 -1.6831 0.071
N 2.8146 -0.4022 -1.6850 0.127
C 3.9445 -1.3287 -1.6387 -0.590
C 3.3696 -2.7423 -1.5589 -0.042
C 4.7935 -1.0313 -0.4002 -0.034
C 4.7837 -1.1627 -2.9087 -0.032
O 0.4551 0.9038 -1.9703 0.069
C -1.8055 0.1312 0.4129 -0.005
C -1.8423 -0.4217 1.6783 0.006
H -5.8076 -1.1927 5.1272 0.076
H -4.8008 -2.3654 4.2654 0.079
H -5.4469 -0.9657 3.4094 0.066
H -3.3886 -0.9073 5.6809 0.122
H -4.0380 0.5408 4.8867 0.114
H -4.5472 1.2044 2.9001 0.107
H -4.4739 2.1651 0.6570 0.120
H -2.3797 1.6913 -3.1277 0.140
H -1.9251 0.1695 -2.3154 0.138
H -0.6952 3.9490 -1.8220 0.119
H 2.0021 3.7451 -1.5623 0.120
H 1.8938 -0.8064 -1.7471 0.135
H 2.7598 -2.9603 -2.4338 0.084
H 4.1762 -3.4689 -1.5155 0.087
H 2.7581 -2.8563 -0.6659 0.084
H 5.1668 -0.0128 -0.4496 0.075
H 5.6362 -1.7154 -0.3515 0.084
H 4.1976 -1.1414 0.5031 0.087
H 5.1522 -0.1426 -2.9696 0.078
H 5.6304 -1.8432 -2.8921 0.084
H 4.1825 -1.3714 -3.7913 0.085
H -1.0226 -0.1758 -0.2610 0.102
H -1.1017 -1.1457 1.9793 0.120
```

> E of number 5 (C18H23N3OS)?

-36393.001 eV

> energy above the lowest of the compared OMol25 structures with the same formula, charge and spin of number 2 (C18H23MgN6O7)?

0.069 eV

> Which of these has the lowest energy above the lowest of the compared OMol25 structures with the same formula, charge and spin?

C18H23N5O3Sn

> Number 8 is which compound?

C18H23NO4